Here is a 9-piece molecular cluster, C5H27NO9 overall at a distorted geometry from the OMol25 dataset. Energies are from ωB97M-V/def2-TZVPD.

Each line ends with the natural charge from an NBO analysis.
Positions of all 42 atoms, in Å:
C -2.50 1.95 1.42  -0.6055
C -1.20 2.32 0.68  -0.2079
N -1.03 1.25 -0.39  -0.6472
C 0.00 1.73 -1.33  -0.2284
C 1.40 1.38 -0.84  -0.5374
C 1.96 2.61 -0.09  0.4558
O 1.48 3.70 0.01  -0.5282
H -2.83 1.00 1.21  0.1987
H -2.21 2.00 2.47  0.2063
H -3.39 2.61 1.06  0.2017
H -0.46 2.32 1.44  0.1604
H -1.31 3.27 0.25  0.2034
H -0.97 0.29 -0.06  0.3411
H -0.08 2.77 -1.41  0.2185
H -0.12 1.24 -2.31  0.1896
H 1.40 0.58 -0.15  0.2285
H 1.90 1.30 -1.85  0.2472
H 2.94 2.36 0.33  0.0959
O 0.60 -1.14 -1.50  -0.9908
H -0.22 -0.63 -1.13  0.4979
H 0.25 -1.68 -2.18  0.5090
O 3.36 -1.66 -1.53  -0.9825
H 3.43 -2.60 -1.54  0.4780
H 2.59 -1.25 -1.98  0.5031
O -1.24 -3.18 -2.26  -0.9733
H -1.09 -3.89 -1.61  0.4681
H -2.18 -2.93 -2.01  0.5058
O -2.63 0.22 -2.34  -0.9446
H -3.39 0.65 -1.87  0.4771
H -2.61 0.67 -3.23  0.4722
O 0.60 -2.42 0.79  -0.9922
H 0.41 -3.35 0.62  0.4661
H 1.09 -2.08 -0.02  0.5069
O -0.88 -0.38 4.47  -0.9264
H -0.04 -0.86 4.25  0.4680
H -0.49 0.52 4.44  0.4592
O -2.78 -2.33 -0.02  -0.9882
H -3.63 -2.03 0.07  0.4869
H -2.03 -2.01 0.44  0.5064
O 3.51 -1.01 2.82  -0.9348
H 2.91 -0.37 3.16  0.4569
H 3.26 -1.04 1.83  0.4789

Results
ΔE to the lowest compared entry with this formula, charge and spin: 477.1 kJ/mol
energy: -25537.75200 eV
HOMO: -0.315 Eh
frontier orbital gap: 8.6648 eV
SMILES: CCNCCC=O.O.O.O.O.O.O.O.O
charge: 0

Here is a 12-piece molecular cluster, C5H28BrN2O11 overall at a distorted geometry from the OMol25 dataset. Energies are from ωB97M-V/def2-TZVPD.

Each line ends with the natural charge from an NBO analysis.
Positions of all 47 atoms, in Å:
Br 1.13 -3.63 0.10  0.3585
N 0.66 -1.97 -0.68  -0.6130
C -0.78 -1.59 -0.57  0.0177
C -1.74 -2.57 -0.69  -0.1888
C -3.04 -2.12 -0.61  -0.2116
C -3.21 -0.74 -0.42  0.0801
N -2.28 0.17 -0.28  -0.3600
C -1.03 -0.27 -0.35  0.0196
H 1.18 -1.25 -0.15  0.4750
H 0.98 -1.88 -1.65  0.4468
H -1.51 -3.62 -0.84  0.2451
H -3.87 -2.80 -0.70  0.2656
H -4.24 -0.39 -0.40  0.2248
H -0.20 0.43 -0.25  0.2152
O 3.14 -0.19 0.68  -0.9790
H 3.25 -1.14 0.59  0.4613
H 3.78 0.18 0.04  0.5234
O 5.95 0.56 2.23  -0.9338
H 5.10 0.38 1.81  0.4638
H 6.34 -0.30 2.37  0.4677
O -6.26 -1.87 -0.60  -0.9786
H -6.91 -2.47 -0.97  0.4832
H -6.79 -1.24 -0.09  0.4988
O 3.58 1.83 -1.32  -1.0001
H 3.98 2.58 -1.76  0.5046
H 2.90 2.22 -0.76  0.4913
O 4.62 4.22 -0.57  -0.9565
H 5.47 4.67 -0.55  0.4782
H 3.99 4.86 -0.21  0.4810
O 1.73 3.70 0.07  -0.9712
H 0.93 4.19 -0.15  0.5028
H 1.53 3.28 0.92  0.4754
O 0.68 6.34 0.36  -0.9572
H 1.53 6.79 0.38  0.4778
H 0.07 6.98 0.73  0.4815
O 0.88 -4.47 -3.23  -0.9072
H 0.64 -3.72 -2.69  0.4259
H 0.87 -4.14 -4.13  0.4840
O 3.20 -0.10 4.31  -0.9404
H 4.16 -0.09 4.41  0.4779
H 3.07 0.07 3.37  0.4628
O -7.01 1.03 0.15  -0.9540
H -6.34 1.23 -0.52  0.4721
H -7.17 1.87 0.58  0.4847
O -4.52 -5.34 0.65  -0.9215
H -4.86 -4.45 0.83  0.4702
H -3.57 -5.22 0.55  0.4558

Results
energy: -101176.51741 eV
HOMO: -0.490 Eh
frontier orbital gap: 7.9911 eV
charge: +1

Here is a 9-piece molecular cluster, C5H28N10O9 overall at a distorted geometry from the OMol25 dataset. Energies are from ωB97M-V/def2-TZVPD.

Each line ends with the natural charge from an NBO analysis.
Positions of all 52 atoms, in Å:
N -0.58 3.59 2.14  -0.8575
C 0.74 3.97 2.12  0.7773
N 1.57 2.90 2.25  -0.8502
O 1.13 5.12 1.97  -0.6618
H -1.30 4.26 1.95  0.3945
H -0.85 2.63 2.03  0.4002
H 2.52 2.89 2.59  0.3926
H 1.09 2.03 2.39  0.3976
N -2.57 -0.17 1.61  -0.8282
C -2.19 -0.77 2.75  0.7810
N -3.05 -0.67 3.78  -0.8299
O -1.16 -1.46 2.82  -0.7160
H -1.88 -0.15 0.87  0.4221
H -3.18 0.63 1.58  0.3763
H -2.87 -1.15 4.64  0.4083
H -3.96 -0.28 3.69  0.3866
N 2.24 0.03 -2.53  -0.8653
C 3.15 -0.78 -3.16  0.7840
N 4.17 -1.17 -2.33  -0.8627
O 3.08 -1.10 -4.34  -0.6941
H 2.38 0.31 -1.58  0.4135
H 1.46 0.34 -3.08  0.4047
H 4.17 -0.85 -1.37  0.4033
H 4.98 -1.56 -2.78  0.4026
N -2.91 0.18 -2.15  -0.8884
C -3.89 -0.73 -2.01  0.7653
N -5.14 -0.31 -2.40  -0.8496
O -3.77 -1.83 -1.45  -0.6593
H -2.00 -0.15 -1.80  0.4352
H -3.11 1.16 -2.19  0.3849
H -5.19 0.56 -2.90  0.3734
H -5.98 -0.74 -2.07  0.4089
N 0.67 -2.59 -2.55  -0.8233
C 0.08 -1.38 -2.51  0.8195
N -0.16 -0.82 -3.73  -0.8596
O -0.38 -0.89 -1.46  -0.7479
H 0.41 -3.13 -1.73  0.4096
H 0.82 -3.11 -3.39  0.4053
H -0.70 0.03 -3.74  0.4125
H 0.41 -1.15 -4.49  0.4170
O 0.95 -0.04 4.42  -0.9596
H 1.91 -0.04 4.34  0.4460
H 0.64 -0.57 3.66  0.5057
O 0.20 0.67 0.97  -1.0030
H 0.75 0.01 1.42  0.4931
H 0.19 0.40 0.04  0.4970
O 3.65 -0.04 0.26  -0.9655
H 3.28 0.32 1.07  0.5010
H 4.41 0.53 0.06  0.4795
O 1.77 -1.26 2.15  -0.9715
H 1.40 -1.99 1.63  0.5053
H 2.59 -1.61 2.53  0.4898

Results
ΔE to the lowest compared entry with this formula, charge and spin: 76.9 kJ/mol
energy: -38973.06095 eV
HOMO: -0.347 Eh
frontier orbital gap: 9.3312 eV
SMILES: NC(N)=O.NC(N)=O.NC(N)=O.NC(N)=O.NC(N)=O.O.O.O.O
charge: 0